Model i:
Computed, not measured: a 7-piece molecular cluster, H14O7 overall, with ωB97M-V with the def2-TZVPD basis set.

As for the highest occupied orbital energy: -10.38 eV. As for the LUMO energy: -0.050 eV. The molecular weight is 126.10 g mol⁻¹.

Structure (ORCA input):
```
! wB97M-V def2-TZVPD RIJCOSX def2/J DEFGRID3
* xyz 0 1
O -2.9320 0.1957 -1.3385
H -3.6228 -0.4270 -1.1121
H -2.6582 -0.0594 -2.2195
O -0.1610 0.6203 -0.0827
H 0.2893 -0.0880 0.3774
H -1.0806 0.3547 -0.0907
O 1.3119 -1.8186 1.4910
H 1.7268 -2.4437 0.8965
H 1.0781 -2.3380 2.2603
O 3.3418 0.0206 2.4830
H 2.4336 -0.2415 2.3321
H 3.4340 0.0289 3.4357
O 0.6774 2.0626 -2.2867
H 0.3521 1.4802 -1.6002
H 1.2275 1.5033 -2.8351
O -2.2522 -2.8204 -1.2648
H -3.0137 -2.8121 -1.8448
H -1.8832 -1.9404 -1.3407
O 0.8452 3.1340 0.7417
H 0.3266 2.4351 0.3431
H 0.5594 3.1538 1.6551
*
```

---

Model ii:
Computed, not measured: a 7-piece molecular cluster, H14O7 overall, with ωB97M-V with the def2-TZVPD basis set.

As for the highest occupied orbital energy: -10.54 eV. As for the LUMO energy: 0.231 eV. The molecular weight is 126.10 g mol⁻¹.

Structure (ORCA input):
```
! wB97M-V def2-TZVPD RIJCOSX def2/J DEFGRID3
* xyz 0 1
O -1.6563 -1.0406 -1.1115
H -2.4529 -1.4627 -0.7317
H -1.1002 -1.8091 -1.2782
O 1.3634 0.5083 -1.6613
H 1.9539 -0.2390 -1.5961
H 1.9015 1.3229 -1.6854
O -2.3365 -1.0790 2.1756
H -1.6106 -0.4814 2.4428
H -2.8835 -1.0311 2.9707
O -1.7965 1.6904 -1.2671
H -1.8878 0.7717 -1.3076
H -2.4243 1.9989 -1.9721
O 0.3876 -0.3565 0.7647
H -0.4493 -0.6905 0.5022
H 0.7252 -0.0932 -0.0792
O 3.3598 -1.3252 -0.6808
H 3.4880 -0.7824 0.0974
H 2.7851 -2.0437 -0.4144
O 1.1914 2.2132 1.4840
H 0.9377 1.3197 1.2870
H 0.5044 2.6090 2.0611
*
```

---

Most stable: model ii. Least stable: model i.

---

Model i:
Computed, not measured: C3H7N3O in the gas phase, with ωB97M-V with the def2-TZVPD basis set.

As for the highest occupied orbital energy: -9.32 eV. As for the LUMO energy: 0.600 eV. The molecular weight is 101.11 g mol⁻¹.

Structure (ORCA input):
```
! wB97M-V def2-TZVPD RIJCOSX def2/J DEFGRID3
* xyz 0 1
H -0.3342 0.7959 2.7246
N 0.0275 0.9211 1.7868
C -0.2634 0.0235 0.9652
C -1.2116 -1.1971 1.1666
N 0.2640 -0.0254 -0.3070
C 0.8770 1.0176 -0.9959
N 1.1006 0.6856 -2.3118
O 1.2303 2.0576 -0.5133
H -1.6475 -1.1382 2.1633
H -2.0290 -1.2257 0.4447
H -0.6377 -2.1190 1.1128
H -0.1737 -0.8283 -0.7952
H 1.7179 1.3024 -2.8128
H 1.0799 -0.2700 -2.6281
*
```

---

Model ii:
Computed, not measured: C3H7N3O in the gas phase, with ωB97M-V with the def2-TZVPD basis set.

As for the highest occupied orbital energy: -9.04 eV. As for the LUMO energy: 0.809 eV. The molecular weight is 101.11 g mol⁻¹.

Structure (ORCA input):
```
! wB97M-V def2-TZVPD RIJCOSX def2/J DEFGRID3
* xyz 0 1
H 1.4186 -0.6185 0.9033
N 1.0174 0.2168 0.3941
C -0.1872 -0.0090 0.0426
N -0.8932 0.7400 -0.8123
N -0.5041 1.7345 -1.6208
C 0.6703 2.2375 -1.4823
O -0.9127 -1.1124 0.3752
C -0.3902 -1.9508 1.3539
H -1.8267 0.3843 -1.0524
H 1.3692 1.8986 -0.7781
H 0.9392 3.1132 -2.0955
H 0.5888 -2.3641 0.9750
H -0.2436 -1.4358 2.3490
H -1.0459 -2.8343 1.4483
*
```

---

Model iii:
Computed, not measured: C3H7N3O in the gas phase, with ωB97M-V with the def2-TZVPD basis set.

As for the highest occupied orbital energy: -9.61 eV. As for the LUMO energy: 0.785 eV. The molecular weight is 101.11 g mol⁻¹.

Structure (ORCA input):
```
! wB97M-V def2-TZVPD RIJCOSX def2/J DEFGRID3
* xyz 0 1
H 2.4051 3.3786 0.1707
N 2.0405 2.5906 0.7007
C 1.3829 1.8221 -0.0671
N 0.7921 0.6787 0.4396
C -0.0527 -0.1197 -0.3268
O -0.2526 0.0989 -1.5100
N -0.6148 -1.1547 0.3654
C -1.6430 -1.9805 -0.2308
H 1.2033 1.9411 -1.1375
H 0.9114 0.5307 1.4323
H -0.4581 -1.2274 1.3579
H -1.6919 -1.7246 -1.2898
H -2.6216 -1.7906 0.2257
H -1.4006 -3.0431 -0.1301
*
```

---

Most stable: model iii. Least stable: model ii.

---

Model i:
Computed, not measured: C3H7N3O in the gas phase, with ωB97M-V with the def2-TZVPD basis set.

As for the highest occupied orbital energy: -9.60 eV. As for the LUMO energy: 0.808 eV. The molecular weight is 101.11 g mol⁻¹.

Structure (ORCA input):
```
! wB97M-V def2-TZVPD RIJCOSX def2/J DEFGRID3
* xyz 0 1
H -3.9177 -0.9691 -0.2589
N -3.2501 -0.4012 0.2599
C -2.1642 -0.2433 -0.3821
N -1.1236 0.4817 0.1677
C 0.1825 0.4352 -0.3663
O 0.3996 0.4820 -1.5618
N 1.1614 0.3016 0.5794
C 2.5161 -0.0224 0.1744
H -1.9103 -0.6715 -1.3546
H -1.3174 0.8590 1.0855
H 0.8710 0.0628 1.5131
H 2.5406 0.1607 -0.8992
H 2.7573 -1.0787 0.3572
H 3.2549 0.6032 0.6858
*
```

---

Model ii:
Computed, not measured: C3H7N3O in the gas phase, with ωB97M-V with the def2-TZVPD basis set.

As for the highest occupied orbital energy: -7.27 eV. As for the LUMO energy: 0.396 eV. The molecular weight is 101.11 g mol⁻¹.

Structure (ORCA input):
```
! wB97M-V def2-TZVPD RIJCOSX def2/J DEFGRID3
* xyz 0 1
C -2.4996 -0.2923 0.3897
N -1.1588 -1.0824 0.5911
C -0.0418 -0.7087 -0.2781
O 0.1522 -1.2973 -1.3131
N 0.6886 0.3451 0.1930
C 1.8124 0.8261 -0.4810
N 2.4836 1.7705 0.0247
H -2.6408 -0.3814 -0.6993
H -2.1890 0.7504 0.5755
H -1.3682 -2.0585 0.3845
H -0.9203 -1.0215 1.5807
H 0.4085 0.8552 1.0209
H 2.0000 0.2929 -1.4147
H 3.2731 2.0019 -0.5740
*
```

---

Most stable: model i. Least stable: model ii.

---

Model i:
Computed, not measured: C3H7N3O as an isolated structure, with ωB97M-V with the def2-TZVPD basis set.

As for the highest occupied orbital energy: -8.40 eV. As for the LUMO energy: 0.642 eV. The molecular weight is 101.11 g mol⁻¹.

Structure (ORCA input):
```
! wB97M-V def2-TZVPD RIJCOSX def2/J DEFGRID3
* xyz 0 1
C 0.0704 -0.9801 -0.0681
N -0.5895 -1.9897 -0.6814
N 0.9571 1.7077 -0.6682
C -0.5013 0.0202 0.8202
C 1.2102 0.6812 0.2852
O -1.8142 0.4510 0.5382
N 1.3386 -0.6515 -0.1422
H -2.3531 0.3197 1.3281
H -1.5966 -1.9789 -0.6469
H -0.1743 -2.3533 -1.5257
H 0.0168 1.8838 -0.9949
H 1.7910 2.0293 -1.1481
H -0.3025 -0.1364 1.8770
H 1.9474 0.9972 1.0269
*
```

---

Model ii:
Computed, not measured: C3H7N3O in the gas phase, with ωB97M-V with the def2-TZVPD basis set.

As for the highest occupied orbital energy: -7.57 eV. As for the LUMO energy: 0.791 eV. The molecular weight is 101.11 g mol⁻¹.

Structure (ORCA input):
```
! wB97M-V def2-TZVPD RIJCOSX def2/J DEFGRID3
* xyz 0 1
N 2.4005 -0.0732 -0.0905
C 1.1636 -0.5231 0.2974
C -0.0184 0.1649 0.1852
N -0.2009 1.5105 -0.1470
C -1.1566 -0.7801 0.1516
N -2.4069 -0.2361 0.1062
O -0.9267 -1.9996 0.1711
H 3.1065 -0.7980 -0.1864
H 2.3959 0.6019 -0.8457
H 1.2499 -1.4423 0.8785
H -0.6128 1.6147 -1.0711
H 0.6660 2.0329 -0.0729
H -2.4886 0.7628 0.2426
H -3.1714 -0.8353 0.3808
*
```

---

Most stable: model ii. Least stable: model i.

---

Model i:
Computed, not measured: C3H7N3O as an isolated structure, with ωB97M-V with the def2-TZVPD basis set.

As for the highest occupied orbital energy: -7.59 eV. As for the LUMO energy: 0.896 eV. The molecular weight is 101.11 g mol⁻¹.

Structure (ORCA input):
```
! wB97M-V def2-TZVPD RIJCOSX def2/J DEFGRID3
* xyz 0 1
C 1.2006 0.6934 0.6453
C 0.6037 -0.3948 0.0742
N -0.2404 1.7600 0.2145
N 0.6540 -1.7441 0.5459
N -1.2120 -0.3194 -1.5326
C -0.8213 -0.0528 -0.2625
O 2.0116 1.0359 1.4684
H 0.0603 2.1377 -0.6741
H -0.2712 2.3398 1.0413
H 0.3989 -1.8037 1.5284
H 1.5665 -2.1606 0.4124
H -1.8117 -1.1221 -1.6832
H -0.5421 -0.0831 -2.2569
H -1.5969 -0.2864 0.4790
*
```

---

Model ii:
Computed, not measured: C3H7N3O in the gas phase, with ωB97M-V with the def2-TZVPD basis set.

As for the highest occupied orbital energy: -8.73 eV. As for the LUMO energy: 0.679 eV. The molecular weight is 101.11 g mol⁻¹.

Structure (ORCA input):
```
! wB97M-V def2-TZVPD RIJCOSX def2/J DEFGRID3
* xyz 0 1
C -1.4834 -0.4831 -0.9957
N -0.3916 -0.6067 -0.0471
C 0.1325 0.5650 0.7447
C 1.4179 0.3856 -0.5382
O -0.6243 1.6889 0.5174
N 0.5630 0.4141 1.9653
N 2.5191 0.0050 -0.7621
H -0.6107 2.1598 1.3619
H -0.2603 -1.4997 0.4112
H 1.0239 -0.4736 2.1330
H 3.0068 -0.8332 -1.0316
H -1.5187 0.5306 -1.3947
H -1.3275 -1.1577 -1.8431
H -2.4468 -0.6950 -0.5211
*
```

---

Model iii:
Computed, not measured: C3H7N3O in the gas phase, with ωB97M-V with the def2-TZVPD basis set.

As for the highest occupied orbital energy: -8.78 eV. As for the LUMO energy: 1.000 eV. The molecular weight is 101.11 g mol⁻¹.

Structure (ORCA input):
```
! wB97M-V def2-TZVPD RIJCOSX def2/J DEFGRID3
* xyz 0 1
C 2.1387 0.2762 0.0056
C 0.8886 0.2869 -0.3567
N -0.3751 1.3486 -0.5544
C -0.4711 -0.0372 -0.6345
N -0.9329 -0.6561 -1.8021
O -0.9562 -0.9092 0.6041
N -0.9077 -0.1583 1.8028
H 2.6401 -0.6570 0.2172
H 2.7204 1.1848 0.0649
H -0.5322 1.7582 0.3600
H -1.2435 0.0142 -2.4919
H -0.7327 -1.6466 -1.8248
H -0.3701 -0.7071 2.4715
H -1.8662 -0.0975 2.1383
*
```

---

Model iv:
Computed, not measured: C3H7N3O in the gas phase, with ωB97M-V with the def2-TZVPD basis set.

As for the highest occupied orbital energy: -9.71 eV. As for the LUMO energy: 0.811 eV. The molecular weight is 101.11 g mol⁻¹.

Structure (ORCA input):
```
! wB97M-V def2-TZVPD RIJCOSX def2/J DEFGRID3
* xyz 0 1
H 0.5160 2.3595 3.3553
N 0.1521 1.4785 3.0008
C 0.1555 1.4871 1.7304
N -0.3214 0.3891 1.0300
C 0.0184 0.1731 -0.3031
O 0.6902 0.9514 -0.9550
N -0.4358 -1.0399 -0.7760
C 0.0611 -1.4913 -2.0645
H 0.5024 2.2860 1.0705
H -0.5486 -0.4161 1.6002
H -1.3828 -1.2984 -0.5327
H 1.1335 -1.7083 -1.9742
H -0.0835 -0.7489 -2.8627
H -0.4572 -2.4218 -2.3190
*
```

---

Most stable: model iv. Least stable: model iii.

---

Model i:
Computed, not measured: C3H7N3O in the gas phase, with ωB97M-V with the def2-TZVPD basis set.

As for the highest occupied orbital energy: -8.09 eV. As for the LUMO energy: 0.629 eV. The molecular weight is 101.11 g mol⁻¹.

Structure (ORCA input):
```
! wB97M-V def2-TZVPD RIJCOSX def2/J DEFGRID3
* xyz 0 1
N -1.9645 1.3912 -0.9542
C -1.4126 0.4357 -0.4240
C -0.7645 -0.4124 0.3233
O -1.3227 -1.5073 0.9588
C 0.7513 -0.3140 0.4953
N 1.0950 0.9837 1.0192
N 1.5043 -0.6263 -0.7142
H -2.1298 1.3803 -1.9582
H -2.2821 -1.4281 0.9608
H 1.0181 -1.0675 1.2455
H 0.8286 1.7152 0.3685
H 2.0969 1.0363 1.1640
H 1.2422 -0.0056 -1.4744
H 1.3398 -1.5812 -1.0103
*
```

---

Model ii:
Computed, not measured: C3H7N3O in the gas phase, with ωB97M-V with the def2-TZVPD basis set.

As for the highest occupied orbital energy: -7.96 eV. As for the LUMO energy: 0.812 eV. The molecular weight is 101.11 g mol⁻¹.

Structure (ORCA input):
```
! wB97M-V def2-TZVPD RIJCOSX def2/J DEFGRID3
* xyz 0 1
C -2.0562 0.3825 -0.0653
C -0.5894 0.1787 0.1007
C 0.1537 -1.0264 0.2996
O -0.3196 -2.2647 -0.0050
N 0.3326 1.1123 -0.0895
N 1.3890 0.3629 -0.4619
N 2.5515 0.7937 0.1445
H -2.2860 1.4484 -0.0165
H -2.6224 -0.1334 0.7130
H -2.4130 0.0223 -1.0374
H 0.8066 -1.0994 1.1598
H -0.6793 -2.2721 -0.9014
H 2.4221 1.6448 0.6825
H 3.3103 0.8505 -0.5231
*
```

---

Most stable: model i. Least stable: model ii.